[1]
19
Properties=species:S:1:pos:R:3:forces:R:3 method="wB97M-V/def2-TZVPD" total_charge=0 lumo_ev=0.84 homo_lumo_gap_ha=0.305
C -1.0932 -1.3634 -1.7638 -0.1 -0.2 -0.1
C -0.1357 0.8888 -1.0369 -0.2 0.1 0.3
O -1.3868 -0.3339 -0.8209 0.1 0.1 -0.2
C -0.8542 -0.4972 0.5315 0.0 0.0 0.2
C 0.3290 0.4505 0.3830 0.1 0.0 0.0
C 0.3800 1.5933 1.3933 0.0 0.1 0.0
C 1.6717 -0.2843 0.3548 0.1 0.0 0.0
H -1.3178 -0.9243 -2.7348 0.0 -0.2 0.1
H -0.0309 -1.6145 -1.7281 -0.1 0.0 0.0
H -1.7237 -2.2374 -1.5700 0.1 0.1 0.0
H -0.8289 1.7388 -0.8925 0.1 -0.1 0.0
H -0.6300 -1.5529 0.7322 0.0 0.2 -0.1
H -1.6375 -0.1531 1.2117 0.1 0.0 -0.1
H -0.5840 2.1118 1.4492 0.1 -0.1 0.0
H 1.1312 2.3241 1.0690 -0.1 -0.1 0.1
H 0.6588 1.2559 2.3996 0.0 0.0 -0.1
H 2.4585 0.3885 -0.0014 -0.1 -0.1 0.1
H 1.6441 -1.1399 -0.3282 0.0 0.1 0.1
H 1.9494 -0.6509 1.3523 0.0 0.1 -0.1

[2]
71
Properties=species:S:1:pos:R:3:forces:R:3 method="wB97M-V/def2-TZVPD" spin_multiplicity=3 total_charge=+1 lumo_ev="-3.33 / -3.84" homo_lumo_gap_ha="0.257 / 0.238"
Pt -0.5504 0.0781 -0.2050 0.0 0.6 -0.2
N 7.1280 7.0000 -0.3192 0.0 0.0 0.0
C 6.2771 6.2296 -0.3626 0.0 -0.1 0.0
C 5.2126 5.2586 -0.4065 0.0 0.1 0.0
C 4.9337 4.4898 0.7209 0.1 0.0 0.0
C 3.9078 3.5615 0.6841 0.0 0.0 0.1
C 3.1427 3.4069 -0.4657 0.0 0.0 0.0
C 3.4207 4.1813 -1.5873 0.0 0.0 0.0
C 4.4556 5.1000 -1.5642 0.0 0.0 0.0
C 2.0169 2.4300 -0.5040 -0.1 -0.1 0.0
C 2.3634 1.0773 -0.5895 0.1 0.0 -0.1
C 3.6836 0.5808 -0.7010 0.0 0.0 0.0
C 3.5991 -0.7897 -0.8252 0.0 0.0 0.0
C 2.2337 -1.0993 -0.7869 0.1 0.0 -0.1
N 1.4804 -0.0013 -0.6537 -0.1 -0.1 0.3
C 0.7336 2.9622 -0.4600 0.0 0.1 0.0
C 0.3909 4.3338 -0.2929 0.0 0.0 0.0
C -0.9805 4.4032 -0.2437 0.0 0.0 0.0
C -1.4409 3.0774 -0.3859 0.0 0.0 -0.1
N -0.4373 2.2209 -0.5319 -0.1 0.0 0.3
H 5.5245 4.6219 1.6169 0.0 0.0 0.0
H 3.6949 2.9607 1.5597 0.0 0.0 0.0
H 2.8272 4.0576 -2.4847 0.0 0.0 0.0
H 4.6812 5.6944 -2.4393 0.0 0.0 0.0
H 4.5774 1.1837 -0.7003 0.0 0.0 0.0
H 4.4075 -1.4938 -0.9351 0.0 0.0 0.0
H 1.7878 -2.0758 -0.8715 0.0 0.0 0.1
H 1.0910 5.1513 -0.2256 0.0 0.0 0.0
H -1.5934 5.2813 -0.1196 0.0 0.0 0.0
H -2.4707 2.7508 -0.4153 0.0 0.0 0.1
N -2.7768 0.0050 -0.0119 0.3 -0.2 0.1
C -3.1659 0.0120 1.3885 -0.1 0.0 -0.1
C -4.4694 -0.0123 1.7860 -0.1 0.0 0.0
C -4.8060 -0.0372 3.1576 0.0 0.0 0.0
C -3.8259 -0.0435 4.1068 0.0 0.0 0.0
C -2.4645 -0.0076 3.7222 0.0 0.0 0.1
C -1.3939 -0.0002 4.6470 0.0 0.0 0.0
C -0.1076 0.0749 4.1988 0.0 0.0 0.0
C 0.1255 0.1457 2.8138 0.0 0.0 0.1
N -0.8503 0.1257 1.9402 0.2 -0.1 -0.1
C -2.1414 0.0362 2.3547 0.1 0.1 0.1
H -3.3280 0.6795 -0.5313 0.1 0.0 -0.1
H -2.9693 -0.9198 -0.3934 0.0 0.0 0.1
H -5.2589 -0.0221 1.0430 0.0 0.0 0.0
H -5.8473 -0.0638 3.4477 0.0 0.0 0.0
H -4.0727 -0.0761 5.1606 0.0 0.0 0.0
H -1.6133 -0.0536 5.7062 0.0 0.0 0.0
H 0.7283 0.0913 4.8834 0.0 0.0 0.0
H 1.1312 0.2292 2.4190 0.0 0.0 0.0
C 1.1089 -4.8976 -2.4773 0.0 0.0 0.1
C 0.8993 -5.2043 -0.9954 0.0 0.1 -0.1
C -0.4489 -4.7360 -0.4490 0.1 0.0 -0.1
S -0.6803 -2.9480 -0.6684 -0.3 -0.5 -0.1
O -1.5109 -2.4847 0.5090 0.1 0.1 -0.1
C -1.8167 -2.9608 -2.0901 0.1 -0.1 0.1
C -3.2092 -3.4736 -1.7423 -0.1 0.1 -0.1
C -4.2644 -2.9162 -2.6969 0.0 -0.1 0.0
H 2.0889 -5.2398 -2.8063 0.0 0.0 0.0
H 1.0574 -3.8239 -2.6802 0.0 0.0 0.0
H 0.3577 -5.3974 -3.0934 0.0 0.0 0.0
H 1.7010 -4.7493 -0.4087 0.0 0.0 0.0
H 0.9651 -6.2821 -0.8408 0.0 0.0 0.1
H -0.5053 -4.8549 0.6331 0.0 0.0 0.0
H -1.2795 -5.2694 -0.9118 0.0 0.0 0.1
H -1.3338 -3.5517 -2.8705 0.0 0.1 0.0
H -1.8386 -1.9189 -2.4213 0.0 0.0 0.0
H -3.4498 -3.2027 -0.7113 0.0 0.0 0.0
H -3.2254 -4.5628 -1.7930 0.0 0.0 0.1
H -4.2862 -1.8230 -2.6754 0.0 0.0 0.0
H -5.2555 -3.2795 -2.4274 0.0 0.0 0.0
H -4.0659 -3.2199 -3.7260 0.0 0.0 0.0

[3]
91
Properties=species:S:1:pos:R:3:forces:R:3 method="wB97M-V/def2-TZVPD" total_charge=-1 lumo_ev=1.33 homo_lumo_gap_ha=0.227
K -1.3336 0.8516 1.1033 -0.2 -0.3 -0.2
C 0.6381 5.3968 -0.0664 1.5 0.5 -0.7
C -0.3145 4.2904 0.1469 0.1 -1.1 1.0
N -0.2288 3.3911 1.0919 0.0 0.2 0.0
N 0.7710 3.4897 1.9844 0.5 0.5 0.2
C 0.8558 2.5284 2.9357 0.2 0.2 -0.7
O 0.1183 1.5534 3.1585 -0.1 0.0 -0.1
C 2.1347 2.6761 3.7539 -1.2 1.7 -0.9
C 2.8395 3.9073 3.6877 0.3 -2.5 1.3
C 3.9550 4.0409 4.4916 0.1 -0.1 -0.5
C 4.4197 2.9839 5.2906 -0.7 -0.8 -0.3
C 3.7123 1.7549 5.3039 -0.2 1.1 0.1
C 2.5114 1.6570 4.5821 0.5 -1.4 0.7
C -1.3598 4.0152 -0.8345 -0.9 -1.0 0.1
C -1.6754 4.8180 -1.9169 0.4 1.3 -0.2
C -2.6136 4.4205 -2.8343 -0.7 -0.9 -0.2
C -3.2893 3.2075 -2.6458 -0.5 0.3 -0.2
C -2.9914 2.4669 -1.5139 2.0 1.0 0.3
N -2.0226 2.8669 -0.6584 -1.0 -0.6 -0.6
H 0.2664 6.4039 0.2210 0.2 -0.6 0.0
H 0.9371 5.4511 -1.1611 -0.4 0.0 1.1
H 1.5585 5.1429 0.5088 -0.7 0.4 -0.3
H 2.5111 4.6571 3.0302 -0.4 0.8 -0.6
H 4.4919 4.9687 4.3446 0.3 0.0 0.6
H 5.3158 3.1223 5.8734 0.2 -0.1 0.1
H 3.9957 0.8836 5.8961 0.3 0.5 0.0
H 1.8850 0.7302 4.6835 0.6 1.1 -0.4
H -1.2282 5.8079 -2.0183 0.1 -0.3 -0.1
H -2.8299 5.0222 -3.7085 0.0 0.1 0.1
H -4.0878 2.8916 -3.3186 0.4 0.0 0.0
H -3.3310 1.4731 -1.3055 -0.7 -0.4 0.0
C 2.1779 0.7380 0.3231 0.9 -0.3 -1.1
P 2.3095 -1.0535 -0.0777 -0.5 -0.6 -0.6
C 3.4565 -0.9748 -1.5642 -0.4 -0.1 0.7
C 3.4471 -1.7331 1.1727 0.6 0.9 -0.3
C 4.0523 -0.8688 2.0719 -0.5 0.2 0.5
C 4.9746 -1.3377 2.9634 1.9 -1.2 0.4
C 5.4912 -2.6459 2.8475 -0.5 0.0 0.3
C 4.8867 -3.5212 1.9254 1.7 0.5 1.5
C 3.8721 -3.0658 1.1541 -1.8 -0.9 -1.5
P 2.9210 -4.3301 0.1299 -0.3 1.3 0.1
C 1.3870 -4.2538 1.1105 -2.0 0.3 -1.6
C 3.4734 -5.8944 0.8253 0.7 -1.0 -0.5
H 3.1469 1.2382 0.2195 0.0 0.0 0.5
H 1.7145 0.9208 1.2777 -0.2 0.1 0.2
H 1.6022 1.1437 -0.5105 -0.4 0.0 0.3
H 4.3116 -0.3593 -1.3349 0.4 0.4 0.1
H 2.8518 -0.4890 -2.3255 0.1 -0.1 -0.4
H 3.8426 -1.9504 -1.8930 -0.5 0.2 0.1
H 3.8087 0.1785 2.2185 -0.4 -0.1 -0.5
H 5.3962 -0.6281 3.6645 0.1 -0.2 0.2
H 6.2814 -3.0511 3.5021 -0.4 0.5 -0.3
H 5.2504 -4.5433 1.8421 -0.1 0.3 0.1
H 1.5419 -4.4171 2.1534 0.1 -0.3 0.7
H 0.6574 -4.9847 0.6486 0.8 0.4 0.8
H 0.8515 -3.2902 0.9794 0.6 -0.4 0.1
H 3.7360 -5.9486 1.8625 -0.3 0.3 0.9
H 4.4092 -6.1622 0.3371 -0.1 -0.4 -0.4
H 2.7000 -6.6565 0.6280 0.4 0.3 -0.1
C -0.3013 1.2082 -6.6771 -1.2 0.8 0.1
C -0.3490 0.9453 -5.1873 1.3 1.3 -0.2
C 0.2247 1.8887 -4.3254 -0.6 -0.5 1.1
C 0.1839 1.6779 -2.9220 0.3 0.0 -2.2
N -0.3109 0.5722 -2.4030 0.0 0.1 1.0
C -0.8233 -0.3354 -3.2252 -0.3 0.0 0.9
C -0.8249 -0.1815 -4.5847 -1.6 -2.0 -1.1
H -0.1827 0.3251 -7.2886 0.1 -0.3 0.0
H 0.5091 1.9057 -6.8702 0.1 0.0 -0.2
H -1.2401 1.7234 -7.0341 0.8 -0.5 0.4
H 0.6529 2.7939 -4.7075 0.2 0.4 -0.2
H 0.6056 2.4437 -2.2895 0.0 0.0 0.4
H -1.3383 -1.1828 -2.7591 0.4 0.2 -0.1
H -1.3319 -0.9938 -5.1616 0.6 0.8 0.3
O -3.6449 -0.4947 1.4677 -0.7 -0.4 -0.3
C -3.7658 -0.9862 0.3147 1.7 1.0 0.5
O -2.9745 -0.7652 -0.6277 -0.2 -0.1 -0.7
C -4.8723 -1.9661 0.0694 0.6 0.3 -0.1
C -5.5136 -2.4021 1.1951 -1.0 -0.5 1.1
C -6.5604 -3.2980 1.0279 0.9 0.1 -0.4
C -6.9091 -3.8372 -0.2136 0.7 0.9 0.5
C -6.2290 -3.3563 -1.3297 0.7 0.3 -0.1
C -5.1832 -2.4315 -1.2019 -1.2 -0.4 0.3
N -6.5864 -3.8623 -2.7062 -0.5 0.3 1.2
O -7.2559 -4.8716 -2.7186 -0.1 -0.4 -0.2
O -6.2738 -3.2232 -3.6852 0.4 0.1 0.2
N -7.2462 -3.7338 2.2445 -0.7 -0.3 -0.1
O -8.0796 -4.6185 2.1010 0.2 0.2 0.4
O -6.9856 -3.1779 3.2959 -0.1 -0.4 -0.4
H -5.2284 -2.0676 2.2172 -0.2 -0.1 -1.2
H -7.6534 -4.5823 -0.2116 -0.8 -0.6 -0.5
H -4.6744 -2.0468 -2.0612 0.3 0.1 -0.3

[4]
13
Properties=species:S:1:pos:R:3:forces:R:3 method="wB97M-V/def2-TZVPD" smiles="CC(C)=C(F)C#N" total_charge=0 lumo_ev=0.69 homo_lumo_gap_ha=0.376
C 1.0003 0.8478 -0.0587 1.9 0.6 -0.3
C -0.2071 0.0588 -0.0905 -0.3 -3.2 0.4
C -1.4590 0.7786 0.0780 -0.4 1.3 -0.8
C -0.0991 -1.2877 -0.1277 -0.2 2.1 0.3
F -1.1240 -2.1249 -0.0171 -0.9 -0.4 -0.1
C 1.1437 -1.9471 -0.0660 1.4 -1.4 0.0
N 2.0856 -2.6094 0.0464 -0.5 0.7 -0.2
H 1.3647 1.0016 0.9692 -0.2 0.1 -0.2
H 0.7144 1.7963 -0.4943 0.6 0.5 -0.1
H 1.8437 0.3805 -0.6166 -0.6 0.5 0.3
H -1.4603 1.5970 -0.6767 -0.4 -0.5 0.2
H -2.3540 0.1951 0.0430 -0.4 -0.4 -0.2
H -1.4489 1.3135 1.0111 0.1 0.2 0.7